# C26H25N3V

A structure of composition C26H25N3V in a non-equilibrium geometry (ωB97M-V/def2-TZVPD, OMol25).

Properties
LUMO energy (alpha / beta) = 0.2 / 0.2 eV
DFT total energy = -2113.9968 hartree
largest force on an atom = 0.0208 Eh/bohr
multiplicity = 2
HOMO level (alpha / beta) = -6.6 / -5.7 eV

Positions of all 55 atoms, in Å:
V -0.69 -0.38 0.08
C -0.32 -0.28 -2.70
C 0.80 0.71 -2.42
C 2.12 0.04 -2.16
C 3.04 -0.09 -3.19
C 4.23 -0.77 -3.00
C 4.48 -1.36 -1.78
C 3.59 -1.26 -0.72
C 3.84 -2.10 0.51
C 2.89 -3.30 0.55
C 2.42 -0.50 -0.90
N 1.46 -0.36 0.13
C 1.82 -0.02 1.34
C 0.90 -0.10 2.40
C 1.05 0.12 3.78
C -0.17 -0.20 4.35
C -1.03 -0.53 3.29
N -0.39 -0.50 2.12
H -1.27 0.20 -2.93
H -0.47 -1.02 -1.88
H -0.05 -0.94 -3.53
H 0.52 1.37 -1.60
H 0.89 1.35 -3.30
H 2.82 0.35 -4.16
H 4.95 -0.86 -3.81
H 5.39 -1.94 -1.63
H 3.74 -1.55 1.44
H 4.87 -2.45 0.48
H 1.85 -2.96 0.62
H 3.10 -3.94 1.40
H 2.98 -3.90 -0.36
H 2.84 0.32 1.55
H 1.95 0.44 4.28
H -0.43 -0.17 5.39
H -2.08 -0.79 3.34
C -4.84 -1.65 -0.08
C -5.54 -0.45 0.04
C -4.82 0.73 0.13
C -3.42 0.71 0.10
N -2.76 -0.47 0.01
C -3.47 -1.60 -0.08
C -2.57 1.89 0.18
C -3.09 3.19 0.25
C -2.24 4.27 0.33
C -0.86 4.05 0.36
C -0.35 2.77 0.27
C -1.19 1.64 0.16
H -5.35 -2.60 -0.14
H -6.62 -0.43 0.06
H -5.34 1.67 0.22
H -2.89 -2.52 -0.13
H -4.16 3.36 0.23
H -2.64 5.27 0.39
H -0.19 4.89 0.44
H 0.73 2.64 0.29